[1]
Molecular formula: C4H9N3
Method: DFT, ωB97M-V with the def2-TZVPD basis set

The geometry in ORCA input format:
```
! RIJCOSX wB97M-V def2-TZVPD def2/J DEFGRID3
* xyz 0 1
N 0.413 0.440 -1.858
N -1.450 1.523 1.253
N -1.597 0.562 0.487
C 0.671 0.485 -0.636
C 1.938 1.091 -0.141
C -0.435 -0.367 0.537
C -0.879 -1.810 0.071
H -1.897 -1.759 -0.065
H -0.581 -2.368 0.920
H 0.128 -0.327 1.426
H 2.105 1.856 -0.950
H 2.622 0.326 -0.332
H -0.444 -2.254 -0.811
H -2.150 2.214 1.157
H 1.988 1.619 0.786
H -0.491 0.046 -2.058
*
```

Its LUMO energy is 0.71 eV. As for the SMILES: [H]/N=C(/C)[C@H](C)/N=N/[H]. The calculated total energy is -321.96418 hartree. The orbital gap comes out at 9.784 eV. The calculation puts the energy above the lowest of the compared OMol25 structures with the same formula, charge and spin at 79.2 kcal/mol.



[2]
Molecular formula: C6H10
Method: DFT, ωB97M-V with the def2-TZVPD basis set

The geometry in ORCA input format:
```
! RIJCOSX wB97M-V def2-TZVPD def2/J DEFGRID3
* xyz 0 1
C -1.267 0.018 0.802
C 1.086 -0.072 -1.048
C -0.209 -0.777 -1.331
C -1.245 -0.752 -0.495
C -0.008 0.870 1.021
C 1.236 0.178 0.461
H 2.137 0.753 0.705
H 0.104 1.087 2.091
H 1.061 0.831 -1.669
H -2.148 0.674 0.796
H -0.126 1.841 0.522
H -2.162 -1.264 -0.776
H 1.346 -0.802 0.954
H -1.426 -0.666 1.648
H 1.949 -0.634 -1.418
H -0.310 -1.229 -2.314
*
```

Its LUMO energy is 1.19 eV. As for the SMILES: C1=CCCCC1. The calculated total energy is -234.60119 hartree. The orbital gap comes out at 10.270 eV. The calculation puts the energy above the lowest of the compared OMol25 structures with the same formula, charge and spin at 0.8 kcal/mol.



[3]
Molecular formula: C10H12N2
Method: DFT, ωB97M-V with the def2-TZVPD basis set

The geometry in ORCA input format:
```
! RIJCOSX wB97M-V def2-TZVPD def2/J DEFGRID3
* xyz 0 1
N 1.857 0.762 0.030
N 0.607 2.784 -0.270
C -1.395 -1.546 -0.250
C -2.799 0.247 0.590
C -0.403 -0.771 -0.539
C -2.700 -1.052 0.179
C 0.618 1.338 -0.228
C 2.041 -0.708 -0.233
C -0.519 0.621 -0.239
C -1.761 1.084 0.131
C 0.844 -1.459 -0.845
C 2.470 -1.265 1.139
H -1.212 -2.695 -0.535
H 3.471 -2.216 1.510
H 3.034 -0.066 1.469
H -3.668 -1.625 0.506
H 1.601 -1.704 1.814
H 0.875 -1.393 -2.001
H 0.518 -2.649 -0.718
H 1.663 3.097 -0.083
H 0.100 3.218 0.485
H 3.181 -0.547 -0.737
H -1.554 2.072 0.671
H -3.636 0.751 1.067
*
```

Its LUMO energy is -0.04 eV. The calculated total energy is -497.53216 hartree. The orbital gap comes out at 8.380 eV. The calculation puts the energy above the lowest of the compared OMol25 structures with the same formula, charge and spin at 144.4 kcal/mol.



[4]
Molecular formula: C5H11ClNO5S2
Method: DFT, ωB97M-V with the def2-TZVPD basis set

The geometry in ORCA input format:
```
! RIJCOSX wB97M-V def2-TZVPD def2/J DEFGRID3
* xyz -1 1
Cl 3.633 -0.275 0.138
S -0.420 2.258 -0.910
S 0.870 1.523 1.432
O -0.965 0.716 -1.031
O 2.045 1.988 2.121
O -0.005 2.590 -2.238
O -0.398 1.601 2.122
O -1.507 2.990 -0.324
N 0.870 2.134 -0.027
C 1.734 -2.163 -0.359
C 1.884 -0.665 -0.066
C -2.165 0.378 -0.328
C -2.478 -1.075 -0.644
C 1.115 -0.250 1.175
H 2.614 -2.716 -0.037
H -2.031 0.539 0.745
H -3.036 -1.540 0.169
H 1.656 -0.580 2.065
H -3.046 -1.166 -1.571
H -1.545 -1.625 -0.789
H 1.593 -2.338 -1.426
H 1.553 -0.076 -0.917
H 0.868 -2.575 0.163
H 0.129 -0.716 1.188
H -2.968 1.042 -0.649
*
```

Its LUMO energy is 3.14 eV. The calculated total energy is -1884.70951 hartree. The orbital gap comes out at 9.270 eV.



[5]
Molecular formula: C44H112N2NiO14
Method: DFT, ωB97M-V with the def2-TZVPD basis set

The geometry in ORCA input format:
```
! RIJCOSX wB97M-V def2-TZVPD def2/J DEFGRID3
* xyz 0 3
Ni -1.403 -1.768 -2.015
O -1.564 -2.417 -4.070
O -2.296 2.143 -0.598
O 3.747 0.344 6.349
O 0.904 6.791 -5.026
O -2.081 -3.608 -1.148
O -4.855 0.536 5.967
O 5.540 0.265 2.229
O -5.809 -1.457 4.298
O -3.610 4.479 3.924
O 2.041 7.282 -0.009
O 3.823 -3.263 0.373
O -0.223 -0.808 -0.670
O -3.073 -0.485 -1.764
O 7.177 -1.825 -4.132
N 0.089 0.356 0.174
N -0.406 -1.560 -4.270
C 1.535 -0.323 6.778
C -1.571 0.548 -4.472
C -1.327 -0.754 -6.634
C -3.666 0.087 8.062
C -0.677 -0.419 -5.258
C -3.723 -2.688 4.306
C 0.925 5.418 -5.193
C -0.138 1.400 2.316
C 2.684 -0.376 5.779
C -5.085 -0.958 -0.657
C -2.434 3.527 -0.452
C -5.260 -2.731 4.106
C 5.984 1.444 1.626
C 1.850 -0.330 -5.686
C 0.843 -3.250 -5.812
C -5.730 -3.290 2.803
C -1.619 -4.282 0.062
C -5.050 0.231 -2.970
C 3.491 -2.886 1.671
C 0.853 -2.376 -4.532
C -1.676 -0.438 1.860
C 1.407 2.537 0.610
C 2.065 -1.354 -4.583
C 0.612 0.470 -5.418
C -3.646 3.096 3.538
C 3.081 -1.845 5.471
C 1.283 -3.224 -3.246
C 1.278 1.235 -0.258
C -0.799 -5.493 -0.478
C 1.141 1.704 -1.684
C 2.582 0.468 -0.217
C 5.850 -1.463 -3.807
C 1.103 2.264 2.088
C 5.378 -2.524 -2.830
C -2.363 0.272 5.816
C 2.546 6.474 1.007
C -3.610 0.728 6.642
C 1.837 4.936 -4.060
C -4.412 -0.842 -2.024
C 5.871 -0.030 -3.176
C 0.677 -0.961 2.289
C -0.349 4.731 -5.127
C -0.205 0.099 1.598
C -2.678 -4.548 1.077
H 2.267 3.135 0.306
H 4.065 -1.709 5.021
H -2.366 3.992 -1.436
H -1.252 0.681 -3.439
H -1.446 1.915 -0.215
H 0.454 -3.884 -2.991
H 2.267 -3.690 -3.290
H 1.311 5.404 -6.213
H 1.412 -2.591 -2.368
H -3.453 3.605 -0.072
H -0.996 5.006 -5.960
H 6.189 -2.780 -2.149
H -1.971 0.024 -7.043
H -2.526 0.644 4.805
H -6.765 -3.096 2.523
H 2.821 0.151 0.798
H 3.587 -1.807 1.787
H -2.188 -0.778 5.581
H -0.938 -3.555 0.507
H -2.596 0.181 -4.416
H -6.149 -0.952 -0.893
H 1.972 1.697 2.421
H 2.519 -0.054 4.751
H -0.253 1.389 3.400
H 4.923 0.251 -2.717
H 6.041 1.285 0.549
H -1.819 -0.529 2.937
H 1.073 0.893 -2.409
H 0.705 -0.782 6.242
H 1.711 -1.054 7.568
H 2.340 4.001 -4.304
H 2.217 -0.972 -3.574
H -4.889 0.037 -4.030
H 6.954 1.651 2.078
H 5.180 2.159 1.801
H -5.257 -0.963 4.908
H 2.683 -0.393 -0.876
H -4.667 -1.827 -0.148
H 1.283 0.628 7.246
H 0.556 3.124 0.265
H -1.829 3.967 0.340
H 0.397 -1.010 3.341
H 1.883 5.786 1.532
H 2.305 -2.193 4.789
H 2.483 -3.203 1.940
H 4.165 -3.430 2.333
H -4.361 0.636 8.697
H -0.935 4.696 -4.209
H -0.207 -5.159 -1.330
H 6.822 0.119 -2.666
H 7.541 -1.207 -4.771
H -4.402 -1.841 -2.461
H 2.716 7.502 -0.656
H -3.912 3.008 2.485
H -2.651 0.178 8.448
H 2.000 2.290 -2.010
H 4.583 0.236 5.891
H 2.968 -1.935 -4.770
H -1.832 -1.717 -6.704
H -0.006 -3.932 -5.773
H -2.391 0.230 1.378
H -1.943 -1.405 1.434
H 0.437 6.862 -4.190
H -0.283 3.655 -5.285
H 4.431 -2.362 -2.316
H -3.246 -2.040 3.571
H 5.222 -3.493 -3.304
H -4.319 2.549 4.198
H -5.199 -2.979 1.903
H -2.654 2.667 3.680
H -2.515 -4.362 -1.552
H -0.559 -0.775 -7.407
H 1.166 3.192 2.655
H -3.315 -3.683 4.126
H -5.586 0.689 6.570
H 6.012 0.664 -4.005
H -6.103 0.436 -2.774
H 1.757 -3.805 -6.027
H 3.089 7.100 1.714
H -4.978 -0.080 -0.021
H -0.952 2.054 2.002
H 4.561 -2.715 0.095
H 0.273 2.344 -1.845
H 0.718 -1.863 1.679
H 2.042 -0.754 -6.672
H -3.552 1.808 6.775
H -5.521 -4.353 2.685
H 3.254 5.841 0.472
H 2.758 0.263 -5.577
H -3.949 -0.962 7.982
H -3.021 0.427 -1.466
H -5.782 -3.272 4.895
H 0.438 0.878 -6.414
H -1.723 1.506 -4.969
H 6.021 -0.475 1.851
H 3.060 -2.417 6.398
H -4.693 1.246 -2.795
H 5.226 -1.378 -4.696
H -3.149 4.473 4.767
H -1.409 0.694 6.134
H -3.474 -2.373 5.319
H 1.692 -0.605 2.467
H 0.775 -2.774 -6.790
H -2.310 -5.181 1.884
H 2.667 5.636 -3.969
H -2.955 -3.645 1.620
H -3.509 -5.132 0.681
H -1.480 -6.291 -0.775
H 0.707 1.253 -4.665
H 3.366 1.173 -0.496
H -0.089 -5.967 0.200
H 1.400 4.983 -3.062
*
```

Its LUMO energy (alpha / beta) is 0.37 / 0.37 eV. The calculated total energy is -4414.43561 hartree. The orbital gap (alpha / beta) comes out at 7.239 / 7.144 eV.



[6]
Molecular formula: C8H12N3O2
Method: DFT, ωB97M-V with the def2-TZVPD basis set

The geometry in ORCA input format:
```
! RIJCOSX wB97M-V def2-TZVPD def2/J DEFGRID3
* xyz 1 1
O -0.175 -1.947 -0.253
O 1.515 -3.085 -1.418
N -0.883 2.076 -0.849
N 1.414 -2.360 -0.507
N 2.158 -1.798 0.217
C 0.875 -1.038 2.275
C -1.415 1.089 -1.830
C -0.258 -0.396 2.001
C -0.483 0.168 0.676
C -0.329 -0.653 -0.390
C -0.515 -0.135 -1.808
C -0.996 1.577 0.548
C 2.081 -0.975 1.381
H -1.371 2.974 -0.933
H 0.455 0.098 -2.257
H -1.056 -0.340 2.725
H 0.109 2.229 -1.067
H -0.958 -0.937 -2.399
H -1.436 1.542 -2.822
H -2.430 0.823 -1.535
H 2.226 0.054 1.031
H 0.996 -1.568 3.206
H -0.444 2.250 1.212
H -2.051 1.606 0.843
H 2.971 -1.254 1.953
*
```

Its LUMO energy is -3.58 eV. As for the SMILES: [O-]/[N+]1=N/C/C=C\C2=C(CC[NH2+]C2)O1. The calculated total energy is -626.35300 hartree. The orbital gap comes out at 8.923 eV. The calculation puts the energy above the lowest of the compared OMol25 structures with the same formula, charge and spin at 179.3 kcal/mol.



[7]
Molecular formula: C36H52F16O10S6
Method: DFT, ωB97M-V with the def2-TZVPD basis set

The geometry in ORCA input format:
```
! RIJCOSX wB97M-V def2-TZVPD def2/J DEFGRID3
* xyz 0 1
S 9.296 34.854 30.273
S 12.182 33.105 34.544
S 10.702 40.248 29.571
S 7.049 34.043 24.280
S 12.921 35.299 25.750
S 9.202 38.152 25.387
F 16.261 38.229 29.410
F 17.699 33.347 29.224
F 14.491 36.456 30.606
F 5.301 38.573 27.968
F 6.185 37.696 30.988
F 4.001 39.337 32.474
F 3.881 35.363 27.540
F 16.603 30.671 30.130
F 4.886 37.546 26.128
F 14.790 31.870 30.408
F 5.251 36.069 32.041
F 2.758 37.156 28.067
F 14.272 36.535 28.433
F 5.680 38.362 33.496
F 17.505 32.987 31.366
F 17.144 36.484 28.233
O 8.428 28.529 26.299
O 9.777 37.191 26.382
O 11.315 28.607 30.759
O 9.548 39.459 30.118
O 12.746 34.938 27.196
O 13.056 34.047 35.361
O 16.053 34.207 30.415
O 6.415 35.364 24.626
O 4.236 36.263 29.472
O 8.813 33.479 29.904
C 5.086 37.336 27.443
C 16.003 31.821 29.838
C 16.836 33.064 30.219
C 4.587 38.116 32.739
C 10.018 29.707 27.619
C 15.203 34.612 29.349
C 8.460 27.989 28.623
C 11.559 41.073 30.935
C 10.525 39.275 24.895
C 11.794 31.784 28.069
C 10.503 28.765 29.879
C 13.315 32.537 33.229
C 3.942 37.273 30.436
C 4.988 37.307 31.519
C 10.292 30.581 26.563
C 8.892 27.200 30.877
C 11.121 34.138 33.462
C 8.921 28.690 27.386
C 16.443 36.873 29.309
C 10.724 29.809 28.832
C 12.107 39.147 29.077
C 7.290 27.250 28.553
C 8.188 33.762 25.697
C 5.839 32.713 24.501
C 14.710 35.643 25.584
C 10.753 35.223 29.249
C 15.098 36.124 29.443
C 12.814 33.882 24.587
C 11.210 31.587 26.828
C 7.692 26.481 30.801
C 11.538 30.883 29.099
C 8.322 39.398 26.382
C 8.239 36.009 29.312
C 3.974 36.559 28.148
C 9.217 28.011 29.787
C 6.890 26.528 29.672
H 12.915 39.838 28.816
H 10.963 33.734 32.464
H 11.968 30.909 30.092
H 6.423 31.881 24.104
H 9.858 30.592 25.574
H 9.036 40.007 26.937
H 6.651 27.225 27.682
H 7.962 35.659 28.319
H 11.434 34.397 29.478
H 8.994 34.495 25.633
H 14.257 32.174 33.639
H 10.541 35.060 28.194
H 7.708 38.896 27.125
H 11.836 38.633 28.156
H 3.825 37.627 33.352
H 11.320 35.207 33.495
H 11.752 33.682 24.437
H 11.125 39.578 25.757
H 3.018 36.898 30.891
H 15.307 34.993 26.218
H 7.326 25.990 31.694
H 3.714 38.238 29.988
H 12.422 32.652 28.222
H 15.028 35.833 24.561
H 10.167 40.090 24.273
H 14.240 34.105 29.415
H 15.631 34.366 28.372
H 7.771 40.093 25.748
H 12.526 38.488 29.836
H 13.605 33.344 32.558
H 14.807 36.613 26.080
H 15.920 31.966 28.753
H 8.599 32.756 25.768
H 11.256 36.168 29.433
H 5.975 36.698 27.505
H 8.694 36.994 29.193
H 7.346 36.116 29.930
H 12.448 41.615 30.601
H 9.402 27.241 31.827
H 11.267 38.656 24.381
H 5.512 32.547 25.530
H 11.482 32.327 26.090
H 12.789 31.704 32.758
H 11.022 41.956 31.294
H 11.714 40.379 31.758
H 5.955 25.983 29.652
H 17.002 36.684 30.237
H 7.653 34.027 26.610
H 10.143 34.061 33.951
H 13.217 34.098 23.597
H 4.899 32.932 24.000
H 13.289 32.959 24.922
*
```

Its LUMO energy is -0.77 eV. The calculated total energy is -6142.12491 hartree. The orbital gap comes out at 7.809 eV. The calculation puts the energy above the lowest of the compared OMol25 structures with the same formula, charge and spin at 0.0 kcal/mol.



[8]
Molecular formula: C27H33O2SSiW
Method: DFT, ωB97M-V with the def2-TZVPD basis set

The geometry in ORCA input format:
```
! RIJCOSX wB97M-V def2-TZVPD def2/J DEFGRID3
* xyz 1 1
W -0.212 0.187 -0.297
S 1.413 2.520 -0.823
Si -0.419 0.290 -3.778
O -0.074 0.076 -2.105
O -0.100 2.464 -0.514
C -0.465 2.124 -4.051
C -4.596 0.352 0.101
C 3.141 5.911 1.598
C 1.824 5.531 1.816
C 0.402 -5.141 1.041
C 3.912 5.274 0.634
C 0.966 -0.541 -4.680
C 0.399 -6.349 1.716
C 2.598 -1.052 1.820
C 3.366 4.248 -0.121
C -0.272 -2.796 0.886
C -0.263 -6.468 2.931
C 2.054 3.867 0.127
C -0.932 -5.378 3.471
C -0.273 -1.735 0.278
C -2.062 -0.518 -4.040
C 1.691 -0.134 2.259
C -3.211 -0.766 1.866
C -2.135 0.820 0.224
C -0.945 -4.168 2.799
C 2.734 0.071 -0.343
C 3.094 -0.949 0.499
C -0.274 -4.043 1.580
C -3.225 -0.239 0.435
C 1.266 4.497 1.079
C 1.196 0.889 1.396
C 1.806 1.061 0.095
H -2.029 1.480 1.098
H 3.953 3.760 -0.890
H 0.981 -1.616 -4.493
H 3.166 0.145 -1.333
H 0.916 -7.200 1.294
H -2.039 -1.569 -3.747
H -2.225 -1.130 2.156
H 0.680 1.733 1.845
H 3.569 6.719 2.176
H 0.864 -0.392 -5.758
H -0.980 2.636 -3.236
H 1.227 6.045 2.557
H -1.450 -5.473 4.416
H -2.844 -0.019 -3.463
H 0.535 2.550 -4.150
H -1.475 -3.318 3.210
H 1.311 -0.176 3.272
H -3.501 0.027 2.560
H 4.932 5.586 0.460
H -2.349 -0.470 -5.092
H 3.794 -1.691 0.138
H -4.644 0.691 -0.936
H -4.809 1.209 0.744
H 2.942 -1.845 2.467
H -5.386 -0.384 0.251
H -3.918 -1.588 1.986
H 1.931 -0.127 -4.382
H -1.010 2.339 -4.973
H -2.392 1.510 -0.594
H 0.917 -5.041 0.095
H -3.047 -1.078 -0.247
H -0.260 -7.414 3.456
H 0.236 4.198 1.215
*
```

Its LUMO energy (alpha / beta) is -4.05 / -4.07 eV. The calculated total energy is -1953.63669 hartree. The orbital gap (alpha / beta) comes out at 6.072 / 6.061 eV. The calculation puts the energy above the lowest of the compared OMol25 structures with the same formula, charge and spin at 0.0 kcal/mol.